Entry 1:
A single C6H10O molecule at a distorted geometry, computed with the ωB97M-V functional and the def2-TZVPD basis.

The total energy comes out at -309.75609 Eh. The spin multiplicity is 1. The SMILES is C/C=C/C=C(/C)O. The calculation puts the HOMO-LUMO gap at 8.175 eV. The HOMO energy is -7.6 eV. For the energy relative to the best compared isomer or geometry (same formula, charge and spin), the calculation gives 226.52 kJ/mol.

Geometry as XYZ:
```
17
C6H10O, DFT the ωB97M-V functional and the def2-TZVPD basis
C 0.3266 -0.3504 2.8906
C -0.4466 0.0948 1.6678
C 0.1548 1.0042 0.8415
C 0.1825 0.8378 -0.5825
C -0.1612 -0.1476 -1.4425
C 0.0564 -0.0731 -2.9510
O -0.9486 -1.2277 -1.1196
H 1.3640 -0.3699 2.5309
H -0.0319 -1.3022 3.2648
H 0.3015 0.3115 3.7713
H -1.2029 -0.5882 1.3077
H 0.4878 1.9450 1.2757
H 0.2254 1.7854 -1.1340
H 1.0790 0.2213 -3.2081
H -0.2383 -1.0484 -3.3064
H -0.5929 0.6973 -3.3771
H -0.5555 -1.7900 -0.4292
```

---

Entry 2:
13 unconnected molecules or ions with the total composition C38H103NO14 at a distorted geometry, computed with the ωB97M-V functional and the def2-TZVPD basis.

The total energy comes out at -2617.51964 Eh. The spin multiplicity is 1. The calculation puts the HOMO-LUMO gap at 9.064 eV. The HOMO energy is -8.7 eV.

Geometry as XYZ:
```
156
C38H103NO14, DFT the ωB97M-V functional and the def2-TZVPD basis
C -1.1564 13.7828 17.4203
O -0.7925 15.1545 17.4904
H -1.4413 13.3321 18.3710
H -2.0650 13.8658 16.8239
H -0.4031 13.1826 16.9100
H -0.3618 15.3980 16.6678
C -5.4286 13.5527 21.2385
O -4.9395 13.4701 19.8844
H -5.4984 14.6335 21.3613
H -6.4003 13.1312 21.4958
H -4.7248 13.2203 22.0016
H -5.6655 13.5627 19.2631
C -1.0920 6.4228 15.8398
O -1.3829 5.3949 14.9300
C -0.4307 4.3016 14.9283
C 0.8323 4.4828 14.0787
N 0.4161 4.7948 12.6774
C 1.6178 5.1071 11.8925
C 1.3470 5.6184 10.4647
O 0.4378 6.7518 10.5114
C 0.4765 7.6086 9.3654
H -1.1032 5.9724 16.8324
H -1.8259 7.2276 15.7990
H -0.0984 6.8392 15.6741
H -0.9911 3.4698 14.5016
H -0.2850 3.8885 15.9264
H 1.4527 3.5873 14.1122
H 1.5174 5.2642 14.4077
H -0.3395 5.4627 12.6215
H 2.2140 4.1946 11.8856
H 2.2062 5.8870 12.3758
H 1.0840 4.7794 9.8206
H 2.3551 5.8579 10.1262
H 1.4761 7.9539 9.1014
H -0.1338 8.4865 9.5777
H 0.0405 7.1862 8.4601
C -2.0536 7.5530 12.3213
C -2.3108 9.0881 12.6245
C -2.0891 9.6104 14.0450
O -1.3478 9.8010 11.8757
H -1.0993 7.0915 12.5750
H -2.2057 7.3149 11.2686
H -2.7563 6.9132 12.8551
H -3.2802 9.4605 12.2934
H -1.0206 9.7103 14.2360
H -2.5152 9.0001 14.8412
H -2.5725 10.5857 14.1025
H -1.5920 9.7716 10.9477
C -5.3748 9.2675 22.4233
C -6.0020 9.5502 23.7926
C -6.7437 10.9287 23.7711
O -6.8986 8.5000 24.0971
H -6.1318 9.2360 21.6396
H -5.0178 8.2378 22.4057
H -4.5892 9.9752 22.1587
H -5.1902 9.3802 24.4998
H -6.0483 11.7662 23.7153
H -7.2610 11.0714 24.7198
H -7.5137 10.9389 22.9998
H -6.2968 7.7716 24.2669
C -1.5715 11.4527 20.9959
C -1.3931 10.2048 21.7636
C -1.2520 8.9531 20.8374
O -0.3345 10.3387 22.7545
H -2.3848 11.3597 20.2762
H -0.6610 11.8100 20.5148
H -1.9314 12.2027 21.7003
H -2.2155 9.9484 22.4315
H -0.4258 9.0447 20.1323
H -2.1699 8.8387 20.2608
H -1.1369 8.0495 21.4360
H 0.4864 10.3753 22.2581
C -9.4950 12.2728 19.4611
C -8.2156 12.0738 18.7258
C -8.4594 11.4413 17.3469
O -7.5131 13.2796 18.6995
H -10.0404 11.3449 19.6336
H -10.1793 12.8810 18.8697
H -9.3265 12.8207 20.3882
H -7.5330 11.4120 19.2589
H -8.9980 12.1374 16.7038
H -8.8114 10.4142 17.4428
H -7.4651 11.3359 16.9131
H -8.1335 14.0068 18.6100
C -6.6206 9.5085 12.5326
C -7.1132 10.6559 13.4376
C -5.9991 11.6692 13.6710
O -8.2551 11.2351 12.8768
H -6.3908 9.9783 11.5762
H -7.3663 8.7246 12.3996
H -5.7664 8.9283 12.8816
H -7.4244 10.2017 14.3783
H -5.8802 12.3490 12.8272
H -5.0488 11.1565 13.8193
H -6.2525 12.2312 14.5699
H -8.9275 10.5565 12.7822
C -3.8526 11.3364 16.8620
C -3.7929 10.1421 17.8066
C -5.0436 9.8071 18.5255
O -3.5207 8.9809 17.0417
H -4.5250 11.1299 16.0293
H -2.8867 11.5109 16.3880
H -4.1429 12.2802 17.3235
H -2.9907 10.3120 18.5248
H -5.2662 10.6826 19.1355
H -4.9684 9.0226 19.2784
H -5.8695 9.5901 17.8481
H -4.3421 8.4841 17.0485
C 1.9723 11.6392 17.9470
C 1.4653 10.7762 16.7968
C 0.1858 10.0747 17.2374
O 1.3181 11.5087 15.6036
H 2.8406 12.1324 17.5101
H 2.3228 11.1415 18.8512
H 1.2377 12.4121 18.1732
H 2.2842 10.0665 16.6794
H 0.5608 9.4856 18.0744
H -0.1552 9.3722 16.4769
H -0.5631 10.7988 17.5580
H 1.3183 10.9819 14.8011
C -4.7195 6.1019 15.0142
C -5.9349 6.8185 15.7183
C -7.2256 6.0192 15.6843
O -5.5231 6.9518 17.0543
H -3.9270 6.8308 14.8449
H -4.9695 5.5347 14.1176
H -4.2394 5.3756 15.6700
H -6.1409 7.7960 15.2822
H -7.9482 6.2938 16.4528
H -6.9992 4.9916 15.9689
H -7.5914 6.0579 14.6583
H -5.4583 6.0984 17.4891
C -7.6293 7.0410 19.8446
C -8.7012 7.2612 20.8574
C -9.3829 8.5813 20.8101
O -9.7598 6.3136 20.6805
H -8.1098 7.1441 18.8717
H -7.2835 6.0122 19.9456
H -6.7407 7.6651 19.9396
H -8.2254 7.1603 21.8328
H -9.7949 8.8697 19.8430
H -8.6582 9.3618 21.0421
H -10.0494 8.6664 21.6684
H -9.3647 5.4686 20.4538
C -4.8625 15.6804 17.3283
C -5.2264 15.2742 15.8933
C -6.5194 14.4983 15.8078
O -5.3773 16.3838 15.0640
H -5.6916 16.1092 17.8913
H -4.0453 16.3951 17.2308
H -4.5692 14.7767 17.8626
H -4.4399 14.6790 15.4292
H -7.3037 14.9462 16.4181
H -6.3343 13.5697 16.3477
H -6.9431 14.2960 14.8241
H -5.0055 17.1691 15.4724
```

---

Entry 3:
A molecular structure, C32H38BrFN6O6SiSn, computed with the ωB97M-V functional and the def2-TZVPD basis.

As for the total charge: +2. The total energy comes out at -5199.30365 Eh. The spin multiplicity is 1. The calculation puts the HOMO-LUMO gap at 7.755 eV. The HOMO energy is -12.4 eV. For the energy relative to the best compared isomer or geometry (same formula, charge and spin), the calculation gives 130.35 kJ/mol.

Geometry as XYZ:
```
86
C32H38BrFN6O6SiSn, DFT the ωB97M-V functional and the def2-TZVPD basis
Sn 1.6209 0.6100 1.1085
O -0.2728 1.6165 1.1007
N -0.7258 2.1848 2.1682
N 0.0533 2.1428 3.1553
O 1.2352 1.5751 3.0977
C -0.3600 2.7411 4.4001
C 0.1412 2.2093 5.5752
C -0.2541 2.7706 6.7792
C -1.1321 3.8449 6.7939
C -1.6185 4.3647 5.6020
C -1.2330 3.8167 4.3893
H 0.8163 1.3664 5.5403
H 0.1212 2.3639 7.7083
H -1.4360 4.2801 7.7361
H -2.2957 5.2076 5.6140
H -1.5959 4.2139 3.4527
F -1.8174 0.7575 -4.9250
C -1.9882 -0.1715 -3.9625
C -1.1710 -0.1285 -2.8724
C -1.2812 -1.0953 -1.8702
C -0.3713 -1.0555 -0.7284
O 0.5343 -0.1857 -0.7084
C -0.5713 -2.0622 0.2540
C -1.5283 -3.0153 0.0492
N -2.3693 -3.0507 -0.9980
C -3.3169 -4.1401 -1.1252
C -4.7831 -3.8507 -0.9701
C -4.0463 -4.6081 0.0934
C -2.2529 -2.0939 -1.9980
C -3.0902 -2.1113 -3.1195
C -2.9720 -1.1641 -4.1227
N -3.8503 -1.2225 -5.2311
C -3.9932 -2.4882 -5.9386
C -5.4762 -2.6851 -6.2748
N -6.1030 -1.3176 -6.3931
C -5.1657 -0.3736 -7.0884
C -3.9870 -0.0905 -6.1457
C 0.2358 -2.1906 1.5194
O 0.2902 -3.2585 2.0905
O 0.7954 -1.0992 1.9534
H -0.4151 0.6403 -2.7889
H -1.6278 -3.8113 0.7746
H -3.0149 -4.8860 -1.8504
H -5.4745 -4.3865 -1.6056
H -5.0555 -2.8301 -0.7369
H -4.2099 -5.6709 0.1888
H -3.8657 -4.0893 1.0240
H -3.8629 -2.8628 -3.1880
H -3.6495 -3.3143 -5.3242
H -3.3866 -2.4977 -6.8518
H -6.0171 -3.2149 -5.4935
H -5.6240 -3.1948 -7.2248
H -6.2709 -0.9629 -5.4497
H -7.0015 -1.3720 -6.8723
H -5.7064 0.5332 -7.3470
H -4.8604 -0.8721 -8.0063
H -4.1821 0.8102 -5.5665
H -3.1005 0.0900 -6.7582
O 7.9981 4.7218 -0.2556
C 6.8059 4.1296 -0.0908
C 5.7671 4.6786 0.6610
C 4.5882 3.9679 0.7582
N 4.3821 2.7783 0.1822
C 5.3780 2.3018 -0.5372
Br 5.0484 0.6458 -1.4198
C 6.6084 2.9019 -0.7151
H 8.0197 5.5859 0.1719
H 5.8739 5.6392 1.1483
H 3.7589 4.3694 1.3306
H 7.3819 2.4629 -1.3271
C 4.1279 -1.7766 4.8865
Si 4.3031 0.0995 3.0608
C 4.1693 1.7531 3.8326
C 5.7797 -0.2578 2.0406
C 3.2846 -1.2856 3.6654
H 5.0901 -1.2578 5.0204
H 4.3712 -2.8311 4.7836
H 3.5774 -1.6353 5.8132
H 4.9509 1.8712 4.5908
H 3.1901 1.9013 4.2802
H 4.3428 2.5143 3.0701
H 6.6379 -0.3944 2.7085
H 6.0096 0.5896 1.3951
H 5.6590 -1.1579 1.4410
H 2.2863 -0.9644 3.9526
H 3.1494 -2.0667 2.9197
```

---

Entry 4:
A molecular structure, C29H36IIrN5O2PTe at a distorted geometry, computed with the ωB97M-V functional and the def2-TZVPD basis.

Its expectation value of S² is 8.81. As for the total charge: +3. The total energy comes out at -2561.22363 Eh. The spin multiplicity is 6. The calculation puts the HOMO-LUMO gap (alpha / beta) at 6.615 / 5.073 eV. The HOMO energy (alpha / beta) is -14.5 / -15.7 eV. For the energy relative to the best compared isomer or geometry (same formula, charge and spin), the calculation gives 232.45 kJ/mol.

Geometry as XYZ:
```
76
C29H36IIrN5O2PTe, DFT the ωB97M-V functional and the def2-TZVPD basis
Ir -1.2683 -0.0872 1.5955
C -1.7557 -2.5741 -2.5282
C -1.6401 -3.4094 -1.2971
N -1.8024 -4.6967 -1.4090
C -1.7922 -5.5033 -0.3525
C -1.6481 -5.0391 0.9652
C -1.7795 -6.0723 2.0797
O -0.8162 -5.9833 3.1104
C -1.4551 -3.6681 1.1575
C -1.3642 -3.1812 2.5238
N -1.6084 -2.0038 2.9760
C -1.7663 -1.8508 4.3780
C -1.9118 -2.9414 5.2528
C -2.0806 -2.7751 6.6143
C -2.1368 -1.5070 7.1697
C -2.0444 -0.4047 6.3347
C -1.8760 -0.5974 4.9787
I -1.8338 1.1732 3.8042
C -1.4011 -2.8083 0.0076
O -1.1624 -1.5594 0.0729
H -2.2941 -3.1352 -3.2873
H -0.7589 -2.3514 -2.9197
H -2.2672 -1.6332 -2.3247
H -1.8995 -6.5616 -0.5623
H -1.7738 -7.0648 1.6283
H -2.7615 -5.9369 2.5426
H -0.0639 -6.5550 2.9249
H -1.1252 -3.9694 3.2261
H -1.9107 -3.9538 4.8747
H -2.1825 -3.6524 7.2381
H -2.2677 -1.3650 8.2333
H -2.1102 0.5951 6.7427
C 3.1062 0.6715 -7.3736
C 2.5677 0.4280 -6.0090
C 3.2254 -0.4261 -5.1095
C 2.7366 -0.6636 -3.8468
C 3.4391 -1.6157 -2.9190
C 1.5536 0.0143 -3.4459
Te 0.8973 -0.2848 -1.5006
C 0.8489 0.8538 -4.3441
C -0.4480 1.5254 -3.9801
C 1.3767 1.0467 -5.6009
H 3.9684 0.0478 -7.5929
H 3.4013 1.7200 -7.4738
H 2.3354 0.5041 -8.1281
H 4.1381 -0.9184 -5.4217
H 4.3026 -2.0665 -3.4020
H 2.7702 -2.4255 -2.6146
H 3.7912 -1.1023 -2.0192
H -0.7724 1.2608 -2.9693
H -1.2354 1.2237 -4.6713
H -0.3536 2.6097 -4.0533
H 0.8530 1.6909 -6.2981
C 2.0603 4.6899 0.6571
N 1.4971 4.2553 2.0165
C 0.2814 5.1476 2.3284
N -0.6642 5.0739 1.2759
C -0.0730 5.5014 0.0135
N 1.0478 4.6318 -0.3342
C 0.6371 3.2846 -0.6859
P -0.2080 2.3813 0.7464
C 1.1191 2.8109 2.0113
C -1.3589 3.8009 1.1870
H 2.8946 4.0313 0.4157
H 2.4252 5.7103 0.7734
H 2.2085 4.4129 2.7341
H 0.6571 6.1650 2.4376
H -0.1422 4.8111 3.2745
H 0.2849 6.5264 0.1148
H -0.8217 5.4755 -0.7760
H 1.5078 2.7156 -1.0206
H -0.0672 3.3338 -1.5183
H 2.0112 2.2170 1.8048
H 0.7527 2.5414 3.0025
H -1.8546 3.5942 2.1378
H -2.1388 3.8670 0.4264
```

---

Entry 5:
2 unconnected molecules or ions with the total composition C4H11N2O at a distorted geometry, computed with the ωB97M-V functional and the def2-TZVPD basis.

As for the total charge: +1. The total energy comes out at -343.44531 Eh. The spin multiplicity is 1. The calculation puts the HOMO-LUMO gap at 8.363 eV. The HOMO energy is -13.4 eV. For the energy relative to the best compared isomer or geometry (same formula, charge and spin), the calculation gives 312.04 kJ/mol.

Geometry as XYZ:
```
18
C4H11N2O, DFT the ωB97M-V functional and the def2-TZVPD basis
O 1.2604 2.7811 -1.4121
C 0.6547 1.8808 -0.8013
C 1.3263 0.9311 0.1938
N 0.3602 0.5290 1.2537
H -0.4163 1.7546 -1.0596
H 1.5888 0.0257 -0.3209
H 2.2206 1.4244 0.5623
H 0.9059 0.0509 1.9778
H 0.0826 1.3824 1.7442
C -0.2164 -2.6977 0.1400
C -1.8344 -0.8644 -0.0568
N -1.5117 -2.0411 0.3305
H -0.4682 -3.7548 0.1208
H 0.4556 -2.4723 0.9605
H 0.2420 -2.3517 -0.7869
H -1.0501 -0.2050 -0.4939
H -2.8367 -0.3804 0.0771
H -2.3281 -2.6369 0.5719
```

---

Entry 6:
A molecular structure, C26H24Cl4N2OPRu at a distorted geometry, computed with the ωB97M-V functional and the def2-TZVPD basis.

Its expectation value of S² is 0.76. As for the total charge: +2. The total energy comes out at -3466.43600 Eh. The spin multiplicity is 2. The calculation puts the HOMO-LUMO gap (alpha / beta) at 6.766 / 5.994 eV. The HOMO energy (alpha / beta) is -13.5 / -13.5 eV. For the energy relative to the best compared isomer or geometry (same formula, charge and spin), the calculation gives 85.01 kJ/mol.

Geometry as XYZ:
```
59
C26H24Cl4N2OPRu, DFT the ωB97M-V functional and the def2-TZVPD basis
Ru -0.3551 0.3210 -0.0440
Cl 4.6735 0.5979 5.0431
C 3.7444 0.5119 3.5934
C 2.3654 0.4532 3.6747
C 1.6790 0.3892 2.4769
Cl -0.0721 0.3120 2.4518
C 2.2603 0.3849 1.2290
O 1.5494 0.3318 0.1049
C 3.6601 0.4389 1.1939
Cl 4.4502 0.4348 -0.3407
C 4.3944 0.5030 2.3605
H 1.8595 0.4562 4.6295
H 5.4735 0.5466 2.3160
Cl -0.0164 0.1893 -2.4419
C 0.1469 1.8145 -3.1216
C 0.3090 1.9316 -4.4843
C 0.4732 3.2134 -4.9964
C 0.4726 4.3205 -4.1573
C 0.3008 4.1655 -2.7901
C 0.1210 2.8899 -2.2574
P -0.2141 2.6043 -0.5261
C 0.2234 4.0396 0.4438
C -0.7174 4.9991 0.8217
C -0.2969 6.1242 1.5129
C 1.0461 6.2935 1.8252
C 1.9831 5.3397 1.4500
C 1.5753 4.2106 0.7602
C -2.0145 2.4633 -0.4049
C -2.9085 2.4504 -1.4809
C -4.2666 2.2771 -1.2622
C -4.7562 2.1225 0.0316
C -3.8846 2.1508 1.1137
C -2.5246 2.3197 0.9004
H 0.3252 1.0607 -5.1248
H 0.6119 3.3395 -6.0616
H 0.6065 5.3104 -4.5705
H 0.2994 5.0282 -2.1358
H -1.7635 4.8825 0.5744
H -1.0202 6.8733 1.8050
H 1.3639 7.1772 2.3623
H 3.0276 5.4762 1.6945
H 2.3078 3.4663 0.4646
H -2.5420 2.5901 -2.4914
H -4.9505 2.2885 -2.1006
H -5.8196 2.0059 0.1949
H -4.2656 2.0621 2.1229
H -1.8596 2.4099 1.7513
N -2.3688 -0.5624 -0.1481
C -2.3219 -2.0035 -0.5067
C -1.1865 -2.6086 0.2847
N 0.0135 -1.8314 -0.0896
H -2.7892 -0.4540 0.7714
H -2.9677 -0.0424 -0.7878
H -2.1231 -2.0756 -1.5780
H -3.2664 -2.5096 -0.3109
H -1.0722 -3.6770 0.1028
H -1.3549 -2.4684 1.3541
H 0.2855 -2.0596 -1.0431
H 0.8168 -2.0616 0.4904
```

---

Question: Among the records above, which one has the highest spin multiplicity?
Answer: C29H36IIrN5O2PTe

---

Please write out number 5 again, unchanged.
2 unconnected molecules or ions with the total composition C4H11N2O at a distorted geometry, computed with the ωB97M-V functional and the def2-TZVPD basis.

As for the total charge: +1. The total energy comes out at -343.44531 Eh. The spin multiplicity is 1. The calculation puts the HOMO-LUMO gap at 8.363 eV. The HOMO energy is -13.4 eV. For the energy relative to the best compared isomer or geometry (same formula, charge and spin), the calculation gives 312.04 kJ/mol.

Geometry as XYZ:
```
18
C4H11N2O, DFT the ωB97M-V functional and the def2-TZVPD basis
O 1.2604 2.7811 -1.4121
C 0.6547 1.8808 -0.8013
C 1.3263 0.9311 0.1938
N 0.3602 0.5290 1.2537
H -0.4163 1.7546 -1.0596
H 1.5888 0.0257 -0.3209
H 2.2206 1.4244 0.5623
H 0.9059 0.0509 1.9778
H 0.0826 1.3824 1.7442
C -0.2164 -2.6977 0.1400
C -1.8344 -0.8644 -0.0568
N -1.5117 -2.0411 0.3305
H -0.4682 -3.7548 0.1208
H 0.4556 -2.4723 0.9605
H 0.2420 -2.3517 -0.7869
H -1.0501 -0.2050 -0.4939
H -2.8367 -0.3804 0.0771
H -2.3281 -2.6369 0.5719
```

---

Question: Which of these has the highest spin multiplicity?
Answer: C29H36IIrN5O2PTe

---

Question: spin multiplicity of number 5 (C4H11N2O)?
Answer: 1